Record 1
{"formula": "C9H9NO3P", "method": "ωB97M-V/def2-TZVPD", "gap_ev": 8.2, "total_charge": 1, "smiles": "O=P(O)(O)c1ccc2c[nH+]ccc2c1", "elements": ["O", "P", "O", "O", "C", "C", "C", "C", "C", "N", "C", "C", "C", "C", "H", "H", "H", "H", "H", "H", "H", "H", "H"], "coordinates": [[0.830, -3.226, -2.400], [-0.275, -2.263, -2.320], [-0.622, -1.611, -3.738], [-1.564, -3.045, -1.686], [0.189, -0.988, -1.078], [1.573, -0.694, -0.800], [1.934, 0.224, 0.153], [0.906, 0.903, 0.891], [1.171, 1.833, 1.916], [0.179, 2.438, 2.560], [-1.141, 2.242, 2.281], [-1.516, 1.354, 1.306], [-0.477, 0.657, 0.609], [-0.796, -0.310, -0.395], [-0.617, -2.343, -4.383], [-1.504, -2.940, -0.723], [2.379, -1.200, -1.345], [2.993, 0.410, 0.349], [2.212, 2.029, 2.188], [0.470, 3.076, 3.298], [-1.902, 2.799, 2.831], [-2.565, 1.167, 1.074], [-1.857, -0.510, -0.588]], "forces_ev_per_a": [[0.2, 0.4, -0.2], [1.2, -2.2, 0.4], [-0.6, -0.2, 1.2], [0.3, 1.9, -0.4], [-0.4, 1.0, -0.2], [0.2, -0.1, -0.1], [-0.5, -0.1, 0.0], [-0.5, 0.3, 0.2], [0.3, -0.7, -0.6], [0.7, 0.1, 0.0], [-1.1, -0.2, -0.4], [1.2, 0.0, 0.2], [-0.2, -0.5, -0.4], [0.0, 0.0, 0.2], [0.1, 0.3, -0.1], [-0.2, -0.4, -0.1], [-0.6, 0.0, 0.1], [-0.4, 0.0, 0.0], [-0.5, 0.2, 0.2], [-0.4, 0.0, -0.1], [0.6, 0.0, 0.1], [0.4, 0.1, 0.1], [0.4, 0.1, 0.0]], "lowdin_charge": [-0.263, 0.479, -0.096, -0.119, -0.176, -0.009, 0.012, -0.112, 0.049, 0.105, -0.023, 0.045, -0.111, -0.006, 0.110, 0.078, 0.133, 0.134, 0.163, 0.188, 0.147, 0.140, 0.132]}

***

Record 2
{"formula": "C9H9NP", "method": "ωB97M-V/def2-TZVPD", "gap_ev": 8.1, "total_charge": 1, "elements": ["C", "C", "C", "C", "C", "C", "C", "C", "C", "N", "P", "H", "H", "H", "H", "H", "H", "H", "H", "H"], "coordinates": [[3.191, -0.614, -0.205], [2.667, 0.695, -0.286], [2.380, -1.723, -0.223], [1.212, 0.866, -0.219], [0.999, -1.600, -0.242], [0.541, -0.289, -0.212], [-1.483, 2.325, -0.406], [-3.713, -1.390, 0.361], [-1.406, -0.111, -0.226], [-1.583, 1.090, -0.367], [-2.300, -1.490, -0.596], [4.316, -0.703, -0.409], [3.270, 1.598, -0.320], [2.913, -2.747, -0.165], [0.754, 1.777, -0.083], [0.307, -2.422, -0.189], [-1.757, 2.896, 0.488], [-1.165, 2.795, -1.334], [-4.323, -2.222, 0.422], [-3.711, -0.960, 1.295]], "forces_ev_per_a": [[2.0, 2.3, -1.7], [-2.1, -0.5, 0.7], [0.7, -2.6, 0.4], [3.9, -1.9, -0.1], [0.2, 0.8, 0.4], [-4.0, -1.3, 0.1], [-0.3, 1.0, 0.0], [3.4, -0.4, -1.4], [5.3, 1.5, 0.5], [-0.5, 0.3, 0.4], [-3.5, -2.8, -0.6], [-1.8, -0.1, 0.9], [0.1, -0.3, 0.0], [-1.3, 1.7, -0.3], [-0.7, 2.1, 0.0], [0.1, -0.3, -0.1], [0.3, 0.0, -0.3], [-0.3, 0.1, 0.0], [-1.4, -1.7, -0.8], [-0.2, 2.1, 1.8]], "lowdin_charge": [-0.081, -0.003, -0.079, -0.045, -0.071, -0.079, 0.110, -0.193, -0.375, 0.016, 1.005, 0.146, 0.111, 0.155, 0.065, 0.082, 0.134, 0.130, -0.015, -0.010]}

***

Record 3
{"formula": "C9H9NS", "method": "ωB97M-V/def2-TZVPD", "gap_ev": [8.0, 6.8], "total_charge": 0, "elements": ["C", "C", "C", "C", "C", "C", "C", "C", "C", "N", "S", "H", "H", "H", "H", "H", "H", "H", "H", "H"], "coordinates": [[1.716, 1.575, -1.560], [1.317, 0.850, -2.659], [1.107, 1.441, -0.350], [0.349, -0.136, -2.499], [-0.041, 0.575, -0.165], [-0.301, -0.236, -1.269], [-0.944, 0.481, 1.020], [-1.210, -1.855, 2.455], [-0.407, -0.669, 2.014], [-0.129, -1.961, 1.550], [-1.577, -1.384, -1.130], [2.638, 2.157, -1.598], [1.754, 1.166, -3.590], [1.471, 2.000, 0.480], [0.012, -0.800, -3.270], [-0.818, 1.473, 1.494], [-2.004, 0.115, 0.751], [-0.980, -2.367, 3.463], [-2.171, -2.214, 2.056], [0.217, -0.212, 2.806]], "forces_ev_per_a": [[1.1, 0.1, 0.5], [-0.7, -0.5, -0.6], [-2.3, -1.2, 1.4], [0.8, 1.2, -0.2], [1.4, 0.9, -1.3], [-1.2, -0.9, 0.2], [0.5, -1.1, 0.8], [-0.3, -1.2, 1.7], [-1.3, 2.0, 0.8], [1.1, -0.5, -1.3], [0.1, -0.5, -0.3], [-0.5, 0.2, -0.2], [0.1, -0.6, -0.5], [0.1, 0.4, 0.6], [0.1, -0.1, -0.4], [-0.8, -0.7, 0.3], [1.7, 1.3, 0.3], [-0.4, 1.1, -1.3], [0.3, 0.6, 0.1], [0.1, -0.6, -0.5]], "lowdin_charge": [-0.103, -0.077, -0.023, -0.103, -0.248, -0.651, -0.137, -0.199, -0.337, 0.104, 0.796, 0.114, 0.103, 0.100, 0.088, 0.115, 0.089, 0.129, 0.100, 0.139]}

***

Record 4
{"formula": "C9H9NS2", "method": "ωB97M-V/def2-TZVPD", "gap_ev": 9.4, "total_charge": 0, "smiles": "N#C[C@@H](c1ccccc1)C(S)S", "elements": ["C", "C", "C", "C", "C", "C", "C", "C", "C", "N", "S", "S", "H", "H", "H", "H", "H", "H", "H", "H", "H"], "coordinates": [[-0.905, -1.496, 1.829], [-0.790, 2.323, -1.549], [-0.855, 1.164, -2.196], [-0.645, 2.379, -0.183], [-0.633, -0.036, -1.572], [-0.674, 1.231, 0.544], [-0.656, 0.044, -0.179], [-0.420, -1.262, 0.556], [1.337, -1.467, 0.582], [-1.148, -1.634, 2.937], [1.779, -3.166, 0.864], [2.116, -0.343, 1.657], [-1.131, 3.303, -2.039], [-1.294, 1.230, -3.202], [-0.573, 3.379, 0.212], [-0.320, -0.874, -2.198], [-0.733, 1.331, 1.636], [-0.742, -2.086, -0.146], [1.563, -1.139, -0.482], [1.638, -2.845, 2.194], [3.086, -0.037, 0.736]], "forces_ev_per_a": [[-0.4, 0.3, 1.7], [-1.4, 3.9, 0.1], [-1.1, -0.6, -3.0], [0.2, 1.2, -0.2], [0.4, 0.6, 0.8], [-0.2, 0.3, 0.4], [0.6, -2.0, 1.0], [3.0, -0.9, -3.9], [-2.9, 0.3, -2.9], [-0.4, -0.2, 0.8], [-0.2, 0.2, 1.1], [1.1, 1.3, 0.2], [1.0, -1.6, 0.4], [0.9, -0.4, 0.0], [-0.1, 0.0, 0.7], [-0.8, -0.4, 0.6], [0.2, -0.7, -0.5], [0.4, 0.6, 0.9], [-0.2, -0.7, 1.3], [0.2, -1.0, -0.5], [-0.4, 0.0, 0.8]], "lowdin_charge": [-0.281, -0.121, -0.127, -0.088, -0.037, -0.054, -0.229, -0.290, -1.061, 0.196, 0.702, 0.737, 0.140, 0.120, 0.108, 0.128, 0.128, 0.147, 0.072, -0.107, -0.085]}

***

Record 5
{"formula": "C9H9O4P", "method": "ωB97M-V/def2-TZVPD", "gap_ev": [6.3, 6.3], "total_charge": -2, "elements": ["C", "C", "C", "C", "C", "C", "C", "C", "C", "O", "O", "O", "O", "P", "H", "H", "H", "H", "H", "H", "H", "H", "H"], "coordinates": [[1.175, -1.673, 1.654], [2.360, -1.026, 1.450], [0.025, -1.038, 1.197], [2.457, 0.164, 0.687], [0.156, 0.141, 0.530], [1.349, 0.877, 0.155], [0.949, 2.152, -4.573], [-1.046, 2.234, -0.466], [-1.212, 0.719, -0.040], [-0.027, 1.478, -4.508], [0.735, 4.143, -2.542], [1.546, 2.771, -5.395], [3.088, 3.362, -2.806], [1.621, 2.963, -2.803], [1.121, -2.605, 2.224], [3.259, -1.518, 1.889], [-0.938, -1.468, 1.364], [3.428, 0.517, 0.504], [0.001, 2.419, -0.461], [-1.723, 3.024, 0.081], [-1.337, 2.371, -1.536], [-1.230, 0.126, -0.953], [-2.015, 0.609, 0.721]], "forces_ev_per_a": [[-0.6, -0.3, 0.6], [1.6, -0.2, 0.0], [0.9, -0.5, 0.3], [-1.6, -0.5, 0.4], [-1.2, 2.8, -1.4], [0.0, -2.2, 1.0], [-1.0, 0.2, 0.1], [-2.7, 0.0, -0.5], [1.7, 1.4, 0.6], [-1.3, -1.6, 0.5], [-0.7, -1.1, 0.3], [1.7, 0.8, -1.1], [-1.1, -1.6, 0.3], [2.5, 3.3, -0.1], [0.1, 0.2, -0.1], [-0.4, 0.5, -0.5], [-0.7, -0.3, 0.1], [1.5, 0.6, -0.2], [0.7, 0.7, 0.5], [1.5, -1.6, -0.5], [0.1, -0.2, 0.7], [-1.2, -0.1, 0.0], [0.2, -0.4, -0.9]], "lowdin_charge": [-0.187, -0.190, -0.148, -0.189, -0.304, -0.054, -0.815, -0.166, -0.215, 0.001, -0.424, 0.013, -0.473, 0.652, 0.071, 0.073, 0.074, 0.031, -0.045, 0.078, 0.048, 0.087, 0.081]}

***

Record 6
{"formula": "C9H9OP", "method": "ωB97M-V/def2-TZVPD", "gap_ev": 7.5, "total_charge": 0, "smiles": "C=C[C@@H](P=O)c1ccccc1", "elements": ["C", "C", "C", "C", "C", "C", "C", "C", "C", "O", "P", "H", "H", "H", "H", "H", "H", "H", "H", "H"], "coordinates": [[0.654, -2.405, -1.878], [1.385, -2.234, -0.675], [-0.437, -1.612, -2.083], [0.958, -1.337, 0.297], [-0.840, -0.643, -1.164], [-0.209, -0.528, 0.035], [-0.403, 2.809, 1.439], [-0.987, 1.793, 0.821], [-0.674, 0.367, 1.136], [-2.349, -0.421, 3.186], [-2.529, -0.372, 1.742], [0.977, -2.999, -2.639], [2.327, -2.776, -0.588], [-0.897, -1.744, -3.198], [1.447, -1.274, 1.258], [-1.472, 0.214, -1.415], [-0.661, 3.953, 1.352], [0.414, 2.648, 2.007], [-1.721, 1.976, 0.093], [-0.001, 0.324, 1.945]], "forces_ev_per_a": [[-0.1, 1.9, 3.1], [0.0, 0.0, -0.5], [-1.3, 0.0, -3.5], [-1.4, -0.2, -1.0], [-0.3, 0.8, -1.0], [2.0, -0.9, 1.6], [-2.4, 3.0, -1.7], [0.7, -0.2, 0.5], [-2.2, -0.1, -1.2], [-0.4, -0.3, 1.2], [2.3, 0.9, -1.1], [0.9, -1.8, -1.8], [-0.3, 0.0, 0.3], [0.7, 0.7, 3.0], [0.2, 0.1, 0.0], [-0.5, -0.8, -0.2], [0.2, -2.6, -0.3], [2.5, -0.6, 2.2], [-1.2, 0.3, -0.9], [0.5, -0.2, 1.2]], "lowdin_charge": [-0.105, -0.070, -0.100, -0.022, -0.091, -0.293, 0.015, -0.236, -0.391, -0.488, 0.979, 0.066, 0.102, 0.155, 0.104, 0.111, 0.104, 0.010, 0.070, 0.082]}